The following is a DFT calculation (wB97M-V/def2-TZVPD) of a structure of composition C32H34IrN9O2S3.

Structure (ORCA input):
```
! RIJCOSX wB97M-V def2-TZVPD def2/J DEFGRID3
* xyz 0 1
Ir 0.180 0.291 0.433
C -3.305 -2.213 1.891
C -2.368 -1.266 1.209
N -1.179 -1.016 1.674
N -0.827 -1.644 2.788
C 0.404 -1.570 3.197
N 0.747 -2.339 4.266
S 1.671 -0.625 2.486
C -2.732 -0.596 -0.001
C -3.950 -0.820 -0.655
C -4.260 -0.114 -1.793
C -3.346 0.812 -2.281
C -2.151 0.971 -1.604
N -1.846 0.290 -0.503
H -3.598 -3.013 1.209
H -4.212 -1.690 2.204
H -2.820 -2.633 2.765
H -0.003 -2.648 4.865
H 1.616 -2.099 4.713
H -4.634 -1.551 -0.250
H -5.203 -0.268 -2.300
H -3.545 1.396 -3.169
H -1.412 1.674 -1.960
C 0.910 -0.980 -4.455
C -0.203 -0.596 -3.472
C -0.654 -1.807 -2.693
C -1.566 -2.691 -3.261
C -1.875 -3.889 -2.640
C -1.264 -4.226 -1.441
C -0.364 -3.359 -0.831
C 0.363 -3.720 0.445
C -0.411 -4.635 1.390
C -0.087 -2.137 -1.458
N 0.772 -1.191 -0.832
C 2.055 -1.207 -1.076
C 2.825 -0.139 -0.606
C 4.180 0.217 -0.702
C 4.293 1.466 -0.108
C 3.009 1.836 0.329
N 2.136 0.878 0.035
H 1.249 -0.102 -5.004
H 0.553 -1.726 -5.167
H 1.765 -1.402 -3.925
H -1.044 -0.183 -4.031
H 0.169 0.184 -2.807
H -2.018 -2.435 -4.213
H -2.572 -4.573 -3.107
H -1.497 -5.174 -0.975
H 0.626 -2.802 0.968
H 1.312 -4.198 0.179
H -1.385 -4.203 1.629
H 0.143 -4.757 2.321
H -0.569 -5.623 0.958
H 2.488 -2.007 -1.669
H 4.966 -0.385 -1.130
H 5.186 2.059 -0.002
H 2.716 2.749 0.824
N -4.447 8.024 0.247
C -3.437 7.151 -0.101
C -3.733 5.831 -0.461
C -2.731 4.974 -0.868
C -1.419 5.420 -0.914
C -1.107 6.724 -0.561
C -2.108 7.586 -0.157
S -0.116 4.319 -1.410
O 1.133 5.008 -1.218
O -0.434 3.819 -2.722
N -0.227 3.025 -0.433
C -0.216 3.084 0.882
S -0.212 4.526 1.884
C -0.247 3.535 3.311
C -0.253 2.233 2.980
N -0.228 1.956 1.635
H -5.329 7.633 0.521
H -4.189 8.874 0.716
H -4.760 5.489 -0.422
H -2.960 3.951 -1.142
H -0.072 7.038 -0.598
H -1.871 8.606 0.122
H -0.264 3.981 4.289
H -0.272 1.413 3.682
*
```

Properties
Calculated total energy = -86587.519 eV
Kohn-Sham gap = 6.6 eV
Energy above the lowest of the compared OMol25 structures with the same formula, charge and spin = 51.0 kcal per mole

Löwdin population analysis, charges in e, atoms 1 to 5:
1. Ir 1.312
2. C -0.023
3. C -0.258
4. N -0.050
5. N -0.022